No. 1
# C30H90N9O9P3S6

A cluster of 9 separate species, C30H90N9O9P3S6 in total in a non-equilibrium geometry (ωB97M-V with the def2-TZVPD basis set, the OMol25 dataset).

Last column: Mulliken charge in e.
Cartesian coordinates (Å):
1 O 10.24 11.60 12.64  -0.930
2 P 10.81 12.67 13.50  0.517
3 N 10.47 12.33 15.09  0.183
4 C 10.56 13.27 16.20  -0.888
5 C 10.49 10.92 15.56  -0.962
6 N 10.36 14.25 13.24  0.249
7 C 10.75 14.65 11.94  -1.159
8 C 9.02 14.66 13.67  -1.145
9 N 12.48 12.80 13.32  0.677
10 C 13.07 11.72 12.50  -0.924
11 C 13.33 13.60 14.14  -0.608
12 H 9.79 13.09 16.96  0.355
13 H 10.40 14.29 15.80  0.270
14 H 11.57 13.19 16.70  0.203
15 H 11.44 10.74 16.12  0.232
16 H 10.35 10.25 14.72  0.314
17 H 9.68 10.95 16.29  0.348
18 H 10.14 14.21 11.17  0.404
19 H 10.87 15.68 11.81  0.409
20 H 11.70 14.15 11.75  0.220
21 H 8.60 13.86 14.26  0.438
22 H 9.05 15.54 14.28  0.341
23 H 8.36 14.88 12.80  0.307
24 H 13.71 12.26 11.79  0.145
25 H 13.67 11.05 13.07  0.246
26 H 12.32 11.19 11.96  0.400
27 H 13.76 13.16 15.01  0.325
28 H 12.99 14.58 14.41  0.401
29 H 14.25 13.88 13.46  -0.354
30 O 19.13 16.28 11.53  -1.077
31 P 17.99 15.32 11.35  0.030
32 N 17.98 14.84 9.78  0.277
33 C 18.74 13.67 9.36  -0.896
34 C 17.87 16.03 8.91  -1.073
35 N 16.49 16.01 11.64  1.006
36 C 15.34 15.71 10.92  -1.385
37 C 16.39 17.08 12.53  -1.200
38 N 18.12 13.92 12.19  0.736
39 C 19.14 13.71 13.20  0.135
40 C 17.02 13.03 12.23  -0.767
41 H 18.25 13.34 8.44  0.346
42 H 18.77 12.87 10.13  0.221
43 H 19.74 13.91 9.02  0.316
44 H 18.85 16.55 8.83  0.270
45 H 17.10 16.74 9.23  0.331
46 H 17.67 15.66 7.90  0.350
47 H 14.45 15.63 11.54  0.586
48 H 15.13 16.36 10.04  0.215
49 H 15.45 14.72 10.48  0.365
50 H 17.37 17.50 12.82  0.299
51 H 15.84 17.92 12.06  0.349
52 H 15.83 16.80 13.42  0.190
53 H 19.71 14.57 13.46  -0.260
54 H 18.77 13.40 14.13  -0.258
55 H 19.89 12.93 12.90  0.212
56 H 16.34 13.22 13.11  -0.204
57 H 17.38 12.05 12.28  0.265
58 H 16.41 13.20 11.38  0.604
59 O 18.58 10.82 23.94  -0.937
60 P 18.40 10.06 22.68  0.586
61 N 19.51 8.78 22.66  0.160
62 C 19.68 8.10 21.42  -1.051
63 C 20.71 9.00 23.40  -0.947
64 N 18.53 11.08 21.42  0.619
65 C 18.14 10.87 20.01  -0.858
66 C 19.37 12.30 21.52  -1.081
67 N 16.92 9.30 22.54  -0.004
68 C 16.66 8.32 23.68  -1.073
69 C 15.84 10.24 22.54  -1.197
70 H 20.11 7.10 21.68  0.393
71 H 20.34 8.68 20.74  0.298
72 H 18.69 7.97 20.99  0.292
73 H 21.41 9.63 22.81  0.275
74 H 21.30 8.11 23.63  0.327
75 H 20.57 9.55 24.31  0.344
76 H 19.02 10.80 19.36  -0.092
77 H 17.57 9.95 19.89  0.415
78 H 17.54 11.76 19.70  0.394
79 H 18.71 13.15 21.57  0.353
80 H 19.91 12.38 22.47  0.389
81 H 20.08 12.40 20.68  0.214
82 H 15.68 7.93 23.48  0.435
83 H 17.39 7.49 23.57  0.310
84 H 16.74 8.65 24.69  0.351
85 H 15.82 10.77 23.50  0.373
86 H 14.93 9.75 22.30  0.404
87 H 16.08 11.02 21.88  0.342
88 C 23.14 15.27 18.93  -1.097
89 S 21.56 14.85 18.18  0.643
90 O 21.02 13.71 19.02  -0.543
91 C 20.51 16.28 18.67  -0.809
92 H 23.68 14.34 18.82  0.360
93 H 22.99 15.46 20.02  0.295
94 H 23.64 16.07 18.42  0.409
95 H 20.99 17.24 18.47  0.531
96 H 20.15 16.03 19.67  0.583
97 H 19.56 16.20 18.12  -0.215
98 C 19.41 17.28 15.23  0.446
99 S 20.95 18.13 14.68  0.363
100 O 21.91 18.21 15.80  -0.614
101 C 21.46 16.85 13.49  -0.156
102 H 18.89 17.91 15.88  0.367
103 H 19.58 16.36 15.84  -0.248
104 H 18.89 17.03 14.29  -0.471
105 H 21.78 15.96 14.03  0.202
106 H 22.27 17.30 12.92  0.409
107 H 20.63 16.49 12.92  -0.264
108 C 21.08 8.24 16.82  -0.566
109 S 21.60 9.42 18.05  0.831
110 O 23.04 9.04 18.25  -0.822
111 C 21.89 10.93 17.19  -0.548
112 H 21.90 7.61 16.52  0.442
113 H 20.52 8.72 16.05  -0.165
114 H 20.31 7.61 17.31  0.278
115 H 21.04 11.17 16.56  -0.019
116 H 22.83 10.70 16.70  0.552
117 H 22.03 11.80 17.93  -0.070
118 C 17.01 19.41 20.11  -1.062
119 S 18.23 18.90 18.94  0.737
120 O 17.48 18.16 17.88  -0.590
121 C 18.75 20.55 18.33  -1.048
122 H 16.76 18.53 20.73  0.310
123 H 16.04 19.67 19.66  0.317
124 H 17.36 20.32 20.58  0.379
125 H 19.44 20.96 19.12  0.388
126 H 17.99 21.33 18.20  0.367
127 H 19.24 20.39 17.32  0.237
128 C 16.50 10.07 14.32  -1.206
129 S 18.25 10.47 14.48  0.826
130 O 18.65 10.14 15.84  -0.600
131 C 18.76 9.12 13.26  -1.358
132 H 16.30 9.07 14.63  0.652
133 H 16.25 10.28 13.31  0.555
134 H 15.99 10.81 14.95  -0.008
135 H 18.21 8.22 13.62  0.381
136 H 19.84 9.03 13.15  0.385
137 H 18.31 9.46 12.35  0.478
138 C 16.14 15.21 16.75  -0.566
139 S 16.41 13.40 17.22  0.220
140 O 15.76 12.70 16.01  -0.598
141 C 18.24 13.42 16.96  0.471
142 H 16.51 15.29 15.69  -0.114
143 H 16.72 15.85 17.47  0.281
144 H 15.08 15.33 16.93  0.496
145 H 18.47 13.90 16.02  -0.619
146 H 18.56 12.34 16.95  -0.186
147 H 18.65 13.92 17.86  0.333

## Properties
Calculated total energy   -5780.057578 a.u.
Energy above the lowest of the compared OMol25 structures with the same formula, charge and spin   0.00 kcal/mol
Molar mass   1006.4 u
Lowest unoccupied orbital energy   0.1 eV

---

No. 2
# C30H90O15S15

A cluster of 15 separate species, C30H90O15S15 in total in a non-equilibrium geometry (ωB97M-V with the def2-TZVPD basis set, the OMol25 dataset).

Last column: Mulliken charge in e.
Cartesian coordinates (Å):
1 C 2.65 -3.94 0.31  -0.422
2 S 1.81 -3.42 -1.26  0.696
3 O 2.88 -2.66 -2.10  -0.686
4 C 1.39 -4.99 -2.09  -1.238
5 H 2.12 -4.81 0.70  0.074
6 H 2.65 -3.09 0.98  -0.025
7 H 3.62 -4.31 -0.01  0.444
8 H 1.50 -5.07 -3.17  0.465
9 H 0.43 -5.48 -1.91  0.297
10 H 2.18 -5.65 -1.74  0.378
11 C -3.69 -4.51 -2.17  -1.122
12 S -3.82 -3.38 -0.80  0.889
13 O -4.49 -2.16 -1.38  -0.616
14 C -5.01 -4.42 0.18  -1.238
15 H -3.26 -5.47 -1.86  0.311
16 H -3.11 -4.06 -2.97  0.307
17 H -4.68 -4.66 -2.62  0.398
18 H -5.22 -3.86 1.10  0.330
19 H -4.71 -5.43 0.44  0.389
20 H -5.91 -4.46 -0.43  0.439
21 C 2.26 5.00 1.75  -1.184
22 S 1.76 3.49 2.70  0.976
23 O 2.67 3.35 3.90  -0.740
24 C 0.05 3.98 3.16  -0.402
25 H 1.80 5.09 0.77  0.253
26 H 3.34 4.99 1.58  0.381
27 H 2.00 5.93 2.26  0.421
28 H -0.28 3.06 3.64  -0.351
29 H -0.61 4.23 2.33  0.103
30 H -0.07 4.78 3.89  0.502
31 C -1.48 3.47 -2.38  -0.519
32 S -1.64 2.41 -3.90  0.776
33 O -3.10 2.53 -4.28  -0.668
34 C -0.61 3.56 -4.96  -0.937
35 H -1.65 4.54 -2.53  0.614
36 H -0.48 3.28 -2.00  0.019
37 H -2.23 3.14 -1.67  -0.058
38 H -1.18 4.47 -5.16  0.397
39 H -0.14 3.12 -5.84  0.280
40 H 0.15 3.99 -4.31  0.211
41 C -0.90 -7.87 2.33  -1.161
42 S 0.07 -6.51 1.52  0.638
43 O 1.03 -7.26 0.59  -0.670
44 C -1.32 -5.84 0.53  -1.003
45 H -1.58 -8.44 1.70  0.365
46 H -1.59 -7.36 2.99  0.372
47 H -0.15 -8.48 2.84  0.343
48 H -2.13 -5.49 1.17  0.493
49 H -1.70 -6.62 -0.12  0.490
50 H -1.01 -4.89 0.10  0.043
51 C 1.73 -0.21 -6.65  -0.630
52 S 0.89 -1.81 -6.71  0.459
53 O 1.98 -2.81 -6.95  -0.627
54 C 0.54 -1.73 -4.87  -0.528
55 H 1.04 0.61 -6.45  0.128
56 H 2.11 0.01 -7.65  0.393
57 H 2.53 -0.24 -5.91  0.198
58 H -0.13 -0.88 -4.72  0.254
59 H 1.50 -1.75 -4.35  0.029
60 H -0.02 -2.64 -4.64  0.304
61 C -0.74 -0.01 4.85  -0.419
62 S -2.44 -0.62 4.52  0.300
63 O -3.43 0.54 4.63  -0.614
64 C -2.21 -1.01 2.73  0.216
65 H -0.39 -0.06 5.88  0.477
66 H -0.89 1.06 4.74  0.080
67 H 0.04 -0.46 4.23  0.004
68 H -2.19 -0.11 2.11  -0.381
69 H -3.02 -1.69 2.48  0.364
70 H -1.29 -1.55 2.51  -0.108
71 C 3.62 0.09 4.00  -0.292
72 S 5.38 0.10 3.38  0.468
73 O 6.26 0.67 4.50  -0.695
74 C 5.20 1.54 2.24  -0.556
75 H 3.50 -0.62 4.82  0.314
76 H 2.97 -0.27 3.19  -0.251
77 H 3.17 1.03 4.33  0.334
78 H 6.10 1.95 1.78  0.374
79 H 5.00 2.42 2.86  0.451
80 H 4.32 1.43 1.61  -0.190
81 C 3.48 3.82 -1.59  -1.105
82 S 2.38 2.85 -2.70  0.839
83 O 2.73 3.25 -4.13  -0.717
84 C 3.16 1.16 -2.50  -0.190
85 H 4.45 3.69 -2.06  0.483
86 H 3.61 3.28 -0.66  0.070
87 H 3.23 4.88 -1.64  0.399
88 H 2.76 0.50 -3.26  0.027
89 H 2.91 0.82 -1.49  -0.346
90 H 4.25 1.27 -2.53  0.470
91 C -4.39 2.51 1.69  -0.597
92 S -5.46 2.19 0.23  0.271
93 O -4.54 2.38 -0.97  -0.477
94 C -5.47 0.41 0.50  -0.409
95 H -4.40 3.56 1.99  0.347
96 H -3.37 2.12 1.66  -0.090
97 H -4.74 1.97 2.56  0.413
98 H -6.09 0.17 1.37  0.558
99 H -4.55 -0.03 0.89  -0.165
100 H -5.75 -0.18 -0.37  0.150
101 C 6.33 -2.27 -1.35  -0.856
102 S 6.22 -0.45 -1.20  0.472
103 O 5.03 -0.13 -0.30  -0.300
104 C 7.76 -0.01 -0.30  -1.061
105 H 6.44 -2.74 -0.37  0.305
106 H 7.16 -2.49 -2.01  0.465
107 H 5.41 -2.75 -1.68  0.076
108 H 8.50 -0.39 -1.00  0.433
109 H 7.90 -0.57 0.62  0.300
110 H 7.82 1.03 0.01  0.313
111 C -2.42 6.58 1.20  -0.578
112 S -1.96 7.84 2.49  0.424
113 O -0.77 7.25 3.16  -0.547
114 C -1.23 9.17 1.55  -0.904
115 H -1.54 6.37 0.59  0.206
116 H -3.24 7.05 0.66  0.454
117 H -2.61 5.60 1.64  0.024
118 H -0.31 8.79 1.11  0.267
119 H -0.97 9.90 2.32  0.314
120 H -1.85 9.61 0.77  0.371
121 C 0.01 -4.03 4.97  -0.996
122 S 1.41 -3.90 3.77  0.567
123 O 1.26 -2.59 2.98  -0.487
124 C 2.78 -3.67 4.96  -1.180
125 H -0.02 -5.08 5.23  0.415
126 H -0.90 -3.77 4.43  0.213
127 H 0.11 -3.35 5.82  0.367
128 H 3.65 -3.57 4.31  0.340
129 H 2.88 -4.55 5.59  0.439
130 H 2.64 -2.83 5.64  0.302
131 C -6.79 2.35 -3.56  -0.761
132 S -6.69 0.55 -3.34  0.455
133 O -7.36 -0.07 -4.59  -0.678
134 C -4.87 0.32 -3.64  -0.469
135 H -7.79 2.69 -3.81  0.408
136 H -6.17 2.71 -4.38  0.220
137 H -6.48 2.91 -2.67  0.184
138 H -4.63 -0.72 -3.43  0.160
139 H -4.22 0.88 -2.97  -0.046
140 H -4.77 0.63 -4.68  0.464
141 C 1.25 -0.02 0.79  0.878
142 S -0.06 1.03 0.01  0.695
143 O -0.95 1.70 1.03  -0.425
144 C -0.99 -0.30 -0.95  -0.758
145 H 1.98 -0.29 0.02  -0.306
146 H 0.87 -0.90 1.31  -0.059
147 H 1.76 0.57 1.56  -0.681
148 H -1.93 0.17 -1.23  0.099
149 H -1.05 -1.26 -0.44  0.210
150 H -0.54 -0.46 -1.93  0.410

## Properties
Calculated total energy   -8297.824411 a.u.
Energy above the lowest of the compared OMol25 structures with the same formula, charge and spin   73.66 kcal/mol
Molar mass   1172.0 u
Lowest unoccupied orbital energy   -0.5 eV